Entry 1:
The following is a DFT calculation (wB97M-V/def2-TZVPD) of a structure of composition C36H19Cl6F15GeO2SScSi.

## Properties
Energy above the lowest of the compared OMol25 structures with the same formula, charge and spin, kcal per mole: 18.97
Max |F|, eV/Å: 0.9
Multiplicity: 1
Net charge: -1

Cartesian coordinates (Å):
Sc1 -0.366257 -0.272005 0.561302
Cl1 5.054804 5.011071 0.211673
C1 3.685560 3.933859 0.136168
C2 3.897555 2.572904 0.013300
C3 2.800415 1.734876 -0.044646
Cl2 3.039087 0.024231 -0.197266
C4 1.476815 2.203112 0.024004
O1 0.448294 1.401170 -0.025596
C5 1.324958 3.594784 0.143801
Cl3 -0.279819 4.237360 0.226056
C6 2.406470 4.454787 0.201053
H1 4.897229 2.166730 -0.035501
H2 2.245730 5.518739 0.296612
C7 2.381310 -2.183768 2.782318
C8 2.435985 -1.084484 3.840320
C9 3.118631 0.186179 3.326538
C10 1.101002 -0.742610 4.470901
C11 0.980320 -0.850621 5.851545
C12 -0.167113 -0.455477 6.518421
C13 -1.204960 0.090524 5.785290
C14 -1.137388 0.219439 4.401917
C15 -2.297004 0.876454 3.684901
C16 -1.893414 2.126930 2.897852
C17 -3.091858 -0.109641 2.835414
C18 0.009372 -0.240219 3.736244
O2 0.080572 -0.180038 2.392690
H3 3.392076 -2.487606 2.501849
H4 1.881945 -1.852899 1.876894
H5 1.847541 -3.062360 3.148635
H6 3.051928 -1.469984 4.659949
H7 2.483917 0.704490 2.608703
H8 4.063346 -0.050831 2.832853
H9 3.321270 0.871490 4.151678
H10 1.820832 -1.245574 6.411780
H11 -0.242036 -0.551608 7.593808
H12 -2.099767 0.437623 6.291019
H13 -2.971266 1.215918 4.478232
H14 -1.407056 1.905679 1.946470
H15 -1.201598 2.740682 3.477236
H16 -2.772474 2.730212 2.665373
H17 -2.496549 -0.501174 2.006799
H18 -3.972956 0.370070 2.409083
H19 -3.411396 -0.967581 3.430390
F1 -3.299274 -3.134358 -1.313610
C19 -3.996503 -3.180654 -0.177046
C20 -4.641956 -2.039306 0.265036
C21 -5.384867 -2.169404 1.424798
F2 -6.092877 -1.142793 1.919401
C22 -5.457939 -3.357825 2.131173
F3 -6.180217 -3.442248 3.251937
C23 -4.781902 -4.470308 1.664233
F4 -4.848843 -5.619228 2.331963
C24 -4.048729 -4.387805 0.494097
F5 -3.409156 -5.460932 0.032948
Ge1 -4.373477 -0.395657 -0.786581
S1 -2.346151 0.261244 -1.025766
C25 -5.638536 0.973429 -0.113047
C26 -5.302878 2.252059 0.297929
F6 -4.034085 2.656282 0.334255
C27 -6.258610 3.175989 0.696737
F7 -5.900386 4.397934 1.095946
C28 -7.596302 2.829620 0.674443
F8 -8.522097 3.709777 1.050392
C29 -7.971574 1.565995 0.252134
F9 -9.263309 1.229357 0.223199
C30 -6.989895 0.673267 -0.131448
F10 -7.391920 -0.541355 -0.542162
C31 -5.152080 -0.694215 -2.588599
C32 -5.062776 0.350922 -3.495643
F11 -4.547379 1.525370 -3.114019
C33 -5.521305 0.260292 -4.798271
F12 -5.418556 1.291808 -5.638628
C34 -6.104903 -0.918483 -5.225578
F13 -6.555570 -1.027869 -6.473987
C35 -6.235098 -1.976327 -4.345474
F14 -6.819102 -3.106865 -4.750405
C36 -5.768780 -1.843624 -3.047957
F15 -5.949858 -2.896899 -2.238601
Cl4 -0.927622 -2.748479 0.733021
Si1 0.453899 -2.416460 -1.076061
Cl5 2.067943 -3.656794 -0.542867
Cl6 -0.446785 -3.523388 -2.588750

Forces on the atoms, in the same order (eV/Å):
-0.216 0.513 -0.683
-0.006 -0.005 -0.001
0.042 -0.003 0.003
-0.013 0.029 0.000
-0.047 -0.015 0.008
0.064 0.012 -0.020
-0.014 0.025 -0.003
0.176 -0.058 -0.079
0.023 -0.013 0.008
-0.001 -0.001 -0.002
-0.026 0.001 0.001
0.003 -0.002 -0.001
0.001 0.002 0.001
-0.013 -0.002 0.002
-0.009 -0.031 0.032
0.000 0.003 -0.010
-0.036 0.021 0.034
-0.011 0.015 -0.020
0.006 -0.002 -0.004
-0.036 0.010 -0.001
0.018 -0.022 0.054
0.002 0.057 0.007
-0.006 0.027 -0.029
0.081 -0.063 0.004
0.163 -0.058 -0.108
-0.087 0.046 0.491
0.008 -0.004 -0.007
-0.014 0.021 -0.029
0.002 0.000 0.010
0.009 -0.007 -0.016
-0.013 0.004 -0.028
0.017 -0.004 -0.004
-0.009 0.006 0.003
-0.001 -0.005 0.007
0.000 -0.001 0.007
0.004 -0.001 0.008
0.007 -0.013 -0.007
-0.008 -0.014 0.036
-0.013 0.008 0.004
-0.017 -0.008 -0.018
-0.095 -0.045 0.025
-0.074 0.034 -0.053
-0.032 0.002 -0.007
-0.024 -0.015 -0.051
0.051 -0.041 0.014
-0.028 -0.012 0.050
-0.010 -0.052 0.027
0.068 0.092 0.044
0.032 -0.003 -0.049
-0.020 -0.001 0.023
-0.005 0.054 -0.036
-0.002 -0.040 0.029
-0.013 0.045 -0.001
0.010 -0.008 -0.006
-0.073 -0.006 -0.038
0.156 -0.020 0.183
0.015 0.038 0.004
0.016 0.020 0.046
0.013 -0.010 0.023
-0.014 -0.051 -0.029
0.009 0.025 0.010
0.049 -0.030 -0.026
-0.029 0.024 0.016
0.055 -0.009 0.012
-0.033 -0.007 -0.003
-0.045 0.025 -0.024
-0.008 -0.030 0.025
0.060 0.058 -0.086
-0.090 -0.033 -0.037
0.056 0.023 0.021
0.009 -0.046 0.054
0.001 0.034 -0.023
0.015 0.008 0.058
-0.017 -0.004 -0.049
-0.004 0.040 0.049
-0.009 -0.024 -0.012
0.054 -0.063 0.006
-0.028 0.006 -0.028
-0.068 -0.634 0.125
0.068 0.270 0.081
-0.011 -0.052 -0.019
-0.035 -0.030 0.008

Entry 2:
The following is a DFT calculation (wB97M-V/def2-TZVPD) of a structure of composition C36H22BrCl5N4O4Re.

## Properties
Energy above the lowest of the compared OMol25 structures with the same formula, charge and spin, kcal per mole: 17.69
Max |F|, eV/Å: 0.4
Multiplicity: 4
<S²>: 3.794
Net charge: 0

Cartesian coordinates (Å):
Re1 -0.221633 -0.195934 -0.165598
O1 -2.714818 1.449135 -0.675148
C1 -2.553217 2.446811 -1.383806
C2 -3.631435 3.004716 -2.189138
C3 -3.458004 4.124802 -2.925821
C4 -2.209674 4.831835 -2.947572
C5 -1.175306 4.367664 -2.211982
C6 -1.283621 3.170724 -1.427046
C7 -0.267771 2.887511 -0.535303
N1 -0.082323 1.799397 0.222108
N2 0.828175 2.059383 1.265122
C8 1.075319 1.010988 1.972806
O2 0.606244 -0.184964 1.659859
C9 1.950520 1.107196 3.161770
C10 2.243212 -0.040082 3.891312
C11 3.067150 0.035297 5.005360
C12 3.601605 1.254137 5.393580
C13 3.306971 2.402540 4.667535
C14 2.483496 2.332717 3.557549
H1 -4.569234 2.464519 -2.169869
H2 -4.282779 4.506523 -3.517213
H3 -2.112659 5.734552 -3.535184
H4 -0.228425 4.897631 -2.202119
H5 0.476793 3.662386 -0.361307
H6 1.814527 -0.983827 3.582729
H7 3.288003 -0.859515 5.572978
H8 4.242901 1.312648 6.263593
H9 3.717051 3.356354 4.973265
H10 2.237612 3.219429 2.989872
N3 1.891054 0.109667 -0.914604
C15 2.683939 -1.090531 -0.828513
C16 4.011189 -1.121578 -1.141916
C17 4.748136 -2.317856 -1.026026
C18 4.140550 -3.455642 -0.580937
C19 2.769226 -3.446393 -0.236170
C20 2.104544 -4.576673 0.291557
C21 0.798222 -4.474484 0.660167
C22 0.124162 -3.256424 0.463256
N4 0.694965 -2.198539 -0.069905
C23 2.028906 -2.259014 -0.385388
H11 2.326570 0.883064 -0.414136
H12 1.753972 0.376536 -1.891426
H13 4.497928 -0.215355 -1.480930
H14 5.798144 -2.322278 -1.283551
H15 4.698925 -4.376782 -0.472674
H16 2.651590 -5.503194 0.415108
H17 0.260176 -5.305030 1.092965
H18 -0.911137 -3.153476 0.750233
Br1 1.676721 -0.768962 -4.152129
C24 0.600639 0.665379 -4.810985
C25 1.131821 1.402961 -5.856115
C26 0.394541 2.444275 -6.399964
C27 -0.871112 2.724650 -5.910938
C28 -1.394599 1.966732 -4.876775
C29 -0.663406 0.933831 -4.297249
C30 -1.319344 0.211184 -3.141593
O3 -2.487387 -0.071541 -3.169603
O4 -0.490357 0.053549 -2.131457
H19 2.111564 1.158748 -6.242464
H20 0.812739 3.027903 -7.209627
H21 -1.452132 3.533619 -6.333748
H22 -2.384718 2.162745 -4.488353
Cl1 -2.012787 -2.672101 -1.673423
C31 -2.806955 -1.885495 -0.339603
C32 -2.134016 -0.916079 0.414334
C33 -2.849850 -0.394422 1.502250
Cl2 -2.149049 0.830762 2.498749
C34 -4.150829 -0.784576 1.801332
Cl3 -4.995358 -0.097857 3.135602
C35 -4.790360 -1.732789 1.006256
Cl4 -6.403033 -2.214779 1.358889
C36 -4.114041 -2.290246 -0.069648
Cl5 -4.894333 -3.472680 -1.047383

Forces on the atoms, in the same order (eV/Å):
-0.098 -0.231 -0.018
-0.046 -0.062 0.003
0.062 0.084 -0.064
0.026 -0.015 0.064
0.033 0.017 0.016
-0.076 -0.013 -0.030
0.033 -0.044 0.054
-0.191 0.070 -0.102
0.116 -0.072 0.127
0.127 0.217 -0.024
0.035 -0.009 0.052
0.017 0.024 -0.088
0.027 0.146 0.026
-0.028 -0.028 0.012
0.011 -0.007 0.016
-0.008 -0.010 -0.010
-0.002 0.011 -0.002
0.002 -0.006 0.009
-0.009 -0.005 0.000
0.000 0.014 -0.011
-0.004 0.000 -0.001
0.005 -0.005 -0.007
-0.009 0.013 0.003
-0.010 0.000 0.027
0.003 0.003 -0.001
0.000 0.002 -0.001
-0.001 0.002 -0.001
0.000 -0.001 -0.001
0.002 0.002 0.000
-0.001 0.063 0.167
-0.024 0.077 -0.002
0.042 -0.013 -0.010
-0.022 0.001 0.002
0.004 0.007 -0.001
0.003 -0.021 -0.014
0.003 -0.003 0.007
-0.007 0.000 0.003
0.056 -0.001 -0.016
-0.129 0.019 -0.069
0.003 -0.012 0.010
0.037 -0.013 -0.001
0.006 0.002 0.004
-0.002 -0.004 -0.001
0.000 0.000 -0.001
-0.003 0.001 0.002
-0.002 0.001 -0.001
-0.004 0.000 -0.005
-0.023 0.004 0.017
-0.001 -0.047 -0.153
-0.037 0.050 0.041
0.011 0.005 -0.018
0.029 -0.018 0.000
-0.025 -0.003 0.036
0.001 -0.038 -0.071
0.020 -0.135 -0.060
0.045 0.398 0.084
0.003 -0.135 -0.043
0.042 -0.172 -0.010
0.000 0.001 -0.002
0.001 -0.008 -0.004
-0.006 -0.002 0.012
0.006 -0.002 0.002
0.003 -0.007 -0.013
0.013 0.025 0.026
-0.052 -0.120 0.046
-0.009 -0.004 -0.030
0.018 0.007 0.009
-0.013 0.008 0.008
0.005 -0.010 -0.005
-0.022 0.006 0.020
0.009 0.000 -0.001
0.017 -0.002 -0.015
-0.014 -0.006 0.004

Entry 3:
The following is a DFT calculation (wB97M-V/def2-TZVPD) of an isolated molecule of C36H23F20N2O3P in a non-equilibrium geometry.

## Properties
Max |F|, eV/Å: 6.4
Multiplicity: 1
Structure (SMILES): [H]/N=C\Cc1c(CCC(F)(F)C(F)(F)C(F)(F)C(F)(F)C(F)(F)C(F)(F)C(F)(F)C(F)(F)F)c(-c2ccccn2)cc2c1C(=O)c1ccc(P(C)O)c(CCC(F)=C(F)F)c1C2=O
Net charge: 0

Cartesian coordinates (Å):
H1 4.743853 -1.347871 -3.388848
N1 5.235519 -0.704266 -2.727761
C1 4.277413 0.046280 -2.232927
C2 2.756396 -0.175124 -2.772105
C3 1.670505 0.212445 -1.646129
C4 0.687257 1.437663 -1.785752
C5 0.667523 2.391946 -3.058166
C6 -0.614582 2.150759 -4.033923
C7 -0.383261 1.030020 -5.139433
F1 1.013497 0.913386 -5.501140
F2 -1.017273 1.510331 -6.345943
C8 -0.860949 -0.448334 -4.769188
F3 0.051584 -1.112575 -3.915322
F4 -0.836006 -1.183921 -6.010787
C9 -2.327250 -0.535654 -4.086440
F5 -3.137500 0.391151 -4.787626
F6 -2.146738 -0.257695 -2.709780
C10 -3.025873 -1.969128 -4.205400
F7 -3.615361 -2.020495 -5.515014
F8 -2.052678 -3.028834 -4.220815
C11 -4.045752 -2.359106 -3.033490
F9 -3.316357 -2.723557 -1.867265
F10 -4.626155 -3.609817 -3.470300
C12 -5.285084 -1.393576 -2.795618
F11 -6.353080 -2.224211 -2.304397
F12 -5.788562 -0.877604 -4.039287
C13 -5.124542 -0.155064 -1.819097
F13 -4.697223 1.056952 -2.463239
F14 -4.279102 -0.320069 -0.706336
C14 -6.581919 0.239966 -1.190523
F15 -6.920153 -0.537319 -0.064333
F16 -6.400562 1.574129 -0.685184
F17 -7.594992 0.338716 -2.158163
C15 -0.253361 1.669367 -0.558391
C16 -1.297990 2.903594 -0.477239
C17 -0.822941 4.095926 0.328150
C18 -1.758032 5.309475 0.515392
C19 -3.086829 5.100726 -0.239441
C20 -3.311617 3.817667 -1.020820
N2 -2.503601 2.658418 -1.186417
C21 -0.266081 0.731536 0.704755
C22 0.679524 -0.483665 0.813695
C23 1.659017 -0.724551 -0.385150
C24 2.660528 -1.968662 -0.213832
O1 2.987255 -2.758359 -1.130150
C25 3.215993 -2.177423 1.287254
C26 4.680223 -2.631607 1.500786
C27 5.206401 -2.799315 2.964775
C28 4.222247 -2.491329 4.156435
P1 4.865903 -2.644114 5.927774
C29 4.573985 -0.932835 6.696454
O2 6.572655 -2.847741 5.755177
C30 2.731183 -2.067989 3.950251
C31 1.690577 -1.745936 5.119297
C32 1.473295 -0.127246 5.097428
C33 -0.058950 0.306191 5.113539
F18 -0.520639 1.369085 4.254419
C34 -1.014314 -0.308660 5.985714
F19 -2.282875 -0.650566 5.464134
F20 -0.723443 -0.578271 7.338865
C35 2.244427 -1.920098 2.491454
C36 0.751275 -1.478655 2.069438
O3 -0.270077 -1.918326 2.667730
H2 4.422149 0.890705 -1.473391
H3 2.633627 0.555069 -3.640204
H4 2.577500 -1.260838 -3.072263
H5 1.659000 2.410629 -3.616364
H6 0.516245 3.466016 -2.652016
H7 -0.714136 3.149324 -4.612259
H8 -1.598357 2.057895 -3.448095
H9 0.216024 4.101026 0.797581
H10 -1.458904 6.229203 1.110086
H11 -3.892943 5.907269 -0.210675
H12 -4.317154 3.758422 -1.587440
H13 -0.997175 0.929239 1.565714
H14 5.319156 -2.829434 0.569476
H15 6.289956 -3.115294 3.161589
H16 3.598983 -0.923421 7.287708
H17 5.456217 -0.714564 7.404533
H18 4.507090 -0.145265 5.850211
H19 6.933209 -1.929336 5.776668
H20 2.115447 -2.016339 6.158599
H21 0.656167 -2.197829 4.948274
H22 2.027788 0.314378 5.992370
H23 1.933797 0.346987 4.148194

Forces on the atoms, in the same order (eV/Å):
0.726 0.337 0.548
-2.672 1.780 1.081
-0.190 -1.616 -1.519
-0.217 1.287 1.306
-1.371 -0.216 1.880
0.327 -2.511 3.368
-0.906 0.339 1.154
0.904 1.104 -0.309
0.764 1.420 -0.862
-2.875 0.161 0.881
1.073 -1.614 2.535
0.775 -1.917 -1.340
-1.827 1.739 -1.653
-0.408 1.526 2.808
0.670 0.243 -0.353
1.442 -1.582 2.114
-0.876 -0.119 -2.770
1.044 -1.582 -2.274
0.898 0.113 3.425
-2.082 2.712 0.384
0.067 -3.383 -0.183
-1.835 1.594 -2.558
1.214 2.910 0.719
-2.187 -0.529 -0.925
2.607 2.091 -0.637
1.669 -1.217 2.789
-0.184 2.566 1.631
-0.858 -3.379 0.853
-1.644 -0.263 -2.649
-0.495 2.203 1.313
0.516 1.626 -3.305
-0.580 -3.133 -1.074
2.333 -0.784 2.542
1.119 -1.711 0.576
1.413 -0.515 0.147
-2.943 0.927 -0.802
-1.006 -4.255 -2.869
2.730 -1.543 0.528
-0.420 0.739 0.254
1.494 5.388 3.156
1.995 -1.018 -2.296
0.395 2.037 -2.901
-1.661 2.090 0.307
0.342 -1.077 -0.631
-0.972 2.839 2.872
0.775 -0.196 2.369
-2.365 0.504 2.838
-3.875 1.331 -1.133
-0.429 0.887 -3.053
-0.003 -1.132 -0.048
0.558 0.903 -0.745
-1.676 2.136 0.119
1.405 -0.977 -2.966
0.623 1.134 -0.309
-0.424 1.033 0.013
-1.313 -0.630 2.318
0.962 -3.090 1.024
1.049 1.382 -2.320
2.568 1.266 2.468
-1.018 -0.442 -3.577
2.619 -0.503 -0.409
-1.302 -0.820 0.977
3.683 1.963 -2.124
0.125 -1.335 -1.086
0.062 -1.254 0.996
0.435 1.597 0.277
-1.479 -0.290 0.677
0.234 -1.728 -0.591
0.152 -1.794 0.647
1.635 -0.265 -0.824
-1.677 -0.243 -0.813
-0.591 -1.409 -0.936
1.228 -1.438 -0.180
1.749 0.089 1.075
1.228 -0.196 -1.529
-1.011 0.331 1.699
-1.952 0.568 -0.217
1.423 -0.167 -0.746
-1.408 -0.232 -1.044
0.215 -1.013 1.563
0.135 -0.983 -0.249
-0.807 0.129 -1.848
1.734 0.239 0.120
-0.780 -0.377 -1.213
-0.794 -0.783 1.524

| no. | DFT total energy (Ha) |
| --- | --- |
| 1 | -9318.60295 |
| 2 | -6858.35627 |
| 3 | -4058.90479 |